[1]
{"formula": "C12H26N3", "method": "ωB97M-V/def2-TZVPD", "energy_ha": -636.69964, "lumo_energy_ev": -2.45, "gap_ha": 0.4152, "e_homo_ev": -13.7, "charge": 1, "symbols": ["C", "C", "C", "C", "C", "C", "C", "C", "C", "C", "C", "C", "N", "N", "N", "H", "H", "H", "H", "H", "H", "H", "H", "H", "H", "H", "H", "H", "H", "H", "H", "H", "H", "H", "H", "H", "H", "H", "H", "H", "H"], "xyz": [[0.31086, -1.46559, -0.10877], [-1.46558, -0.16000, -0.89926], [1.12426, 0.83312, -0.52857], [-0.26412, -3.82201, 0.52362], [2.05344, -2.95898, 0.94690], [-3.22036, 0.32567, 0.80884], [-2.78485, 1.81170, -1.31830], [3.21679, 2.23511, -0.90299], [1.44885, 3.09651, 0.57624], [0.54749, -2.65343, 0.94831], [-2.77794, 0.42482, -0.67788], [2.19301, 1.84223, 0.13730], [-1.12000, -1.37510, -0.43089], [0.66667, -0.17550, 0.41652], [-0.21117, 0.90382, 0.06738], [0.91825, -1.76079, -1.05483], [-0.91954, 0.20048, -1.85878], [1.24164, 0.72826, -1.59272], [0.39345, -4.55215, 0.86755], [-0.47555, -3.73708, -0.49532], [-1.31388, -3.88701, 0.93067], [2.66753, -2.14004, 1.34932], [2.46201, -3.20950, -0.02314], [2.28266, -3.76137, 1.74170], [-2.64837, 1.01174, 1.44972], [-3.14569, -0.61110, 1.13146], [-4.21234, 0.64839, 0.74889], [-2.34347, 1.62403, -2.35810], [-2.11114, 2.31852, -0.59550], [-3.79412, 2.22599, -1.56854], [3.86834, 1.54948, -1.39466], [3.95396, 2.86786, -0.44720], [2.60342, 2.88560, -1.66898], [2.06100, 3.90991, 0.90185], [0.95523, 2.83884, 1.45097], [0.69082, 3.41254, -0.13074], [0.25156, -2.47517, 2.06973], [-3.52980, -0.19750, -1.26372], [2.39621, 1.22630, 1.06141], [-1.67176, -1.65311, 0.41348], [-0.29777, 1.67452, 0.77703]], "lowdin_charge": [-0.26, -0.16, -0.16, -0.08, -0.08, -0.01, -0.05, -0.07, -0.08, -0.38, -0.40, -0.33, 0.09, 0.04, 0.08, 0.19, 0.17, 0.15, 0.06, 0.06, 0.11, 0.08, 0.08, 0.12, 0.10, 0.02, 0.08, 0.11, 0.08, 0.11, 0.07, 0.07, 0.14, 0.10, 0.05, 0.09, 0.18, 0.18, 0.15, 0.15, 0.15]}

[2]
{"formula": "C3H4N2O", "method": "ωB97M-V/def2-TZVPD", "energy_ha": -301.43264, "lumo_energy_ev": 0.76, "gap_ha": 0.4310, "e_homo_ev": -11.0, "symbols": ["N", "C", "O", "C", "C", "N", "H", "H", "H", "H"], "xyz": [[-1.04810, -1.33228, 0.75874], [-1.36625, -0.21460, 0.26757], [-0.46606, 0.71757, -0.10398], [0.90389, 0.36969, 0.06069], [1.65139, 0.84648, -1.11012], [2.26237, 1.20065, -2.02470], [-1.87401, -1.89003, 0.95484], [-2.36988, 0.16918, 0.07039], [1.01469, -0.71341, 0.16048], [1.29196, 0.84675, 0.96609]], "lowdin_charge": [0.11, -0.30, -0.06, -0.18, -0.17, 0.15, 0.06, 0.14, 0.11, 0.14]}

Calculated largest force on an atom (hartree/bohr), listed in the same order as above: 0.097 0.022